(1)
A molecular structure, C28H26CoN5PS, computed with ωB97M-V/def2-TZVPD.

Output
Gap between HOMO and LUMO (alpha / beta) (Eh): 0.2691 / 0.2910
Max |F| (eV Å⁻¹): 1.08
HOMO (alpha / beta) (eV): -7.586 / -7.561
⟨S²⟩: 1.12
LUMO level (alpha / beta) (Ha): -0.010 / 0.013

```
! RIJCOSX wB97M-V def2-TZVPD def2/J DEFGRID3
* xyz 0 2
Co 0.71802 0.84308 -1.33425
C -2.82724 -4.68666 -1.76227
C -1.54858 -4.46513 -1.26745
C -1.07183 -3.16809 -1.13832
C -1.87514 -2.08574 -1.49328
C -3.15311 -2.31150 -1.99784
C -3.62680 -3.61064 -2.12878
P -1.21868 -0.41538 -1.22178
C -2.20185 0.65872 -2.32328
C -2.99082 1.69609 -1.84386
C -3.60822 2.57105 -2.73142
C -3.44417 2.40844 -4.09739
C -2.66056 1.36634 -4.58436
C -2.03559 0.50154 -3.70161
C -1.79361 0.03491 0.43835
C -2.87249 -0.50359 1.08266
C -3.24185 -0.02742 2.36325
C -2.52901 0.97671 2.95454
C -1.39794 1.54665 2.31271
C -0.63443 2.58565 2.90342
C 0.45620 3.08495 2.25293
C 0.84797 2.56452 0.99211
C 0.15129 1.55817 0.37961
C -1.01052 1.05420 1.04337
H -3.19925 -5.69835 -1.86898
H -0.92051 -5.30218 -0.98971
H -0.06920 -2.98794 -0.76361
H -3.77644 -1.47431 -2.28933
H -4.62186 -3.78204 -2.51996
H -3.11312 1.83193 -0.77519
H -4.21154 3.38554 -2.35055
H -3.91268 3.10094 -4.78504
H -2.52405 1.24191 -5.65126
H -1.40490 -0.29628 -4.08235
H -3.45342 -1.29086 0.61674
H -4.09557 -0.46229 2.86957
H -2.81401 1.34745 3.93385
H -0.93481 2.97726 3.86937
H 1.02743 3.89222 2.69624
H 1.71916 2.99582 0.50433
C 3.92293 -1.81384 3.43001
C 4.73664 -0.67359 2.82826
C 4.02106 0.66587 2.98513
C 5.11838 -0.92760 1.37351
N 3.96706 -0.89707 0.46835
C 3.48035 0.12067 -0.22053
N 2.36989 -0.25176 -0.79207
N 2.16955 -1.55179 -0.41880
N 3.12502 -1.94091 0.34188
H 3.77935 -1.64210 4.49827
H 4.42411 -2.77669 3.30500
H 2.93594 -1.88698 2.96697
H 5.69448 -0.62032 3.35423
H 3.03931 0.65594 2.50099
H 4.60316 1.49139 2.56270
H 3.85540 0.88496 4.04090
H 5.60244 -1.89297 1.24947
H 5.79738 -0.15036 1.02708
H 3.94380 1.09150 -0.30560
S 1.14739 4.92076 -3.20097
C 1.08997 3.34855 -2.87223
N 1.05008 2.19066 -2.63371
*
```

***

(2)
C18H21N3O3 in the gas phase, computed with ωB97M-V/def2-TZVPD.

Output
Gap between HOMO and LUMO (Eh): 0.3472
Max |F| (eV Å⁻¹): 0.57
HOMO (eV): -8.840
SMILES string: Cc1ccc(OCC(=O)NCCNC(=O)c2ccc(C)nc2)cc1
LUMO level (Ha): 0.022

```
! RIJCOSX wB97M-V def2-TZVPD def2/J DEFGRID3
* xyz 0 1
C -2.93635 1.84357 -1.47921
C -2.51299 1.24064 -0.17452
C -1.20274 1.32517 0.26907
C -0.80846 0.77397 1.47968
C -1.74645 0.14071 2.28486
C -3.06758 0.04852 1.84733
C -3.43913 0.58863 0.63511
H -4.46637 0.50951 0.31063
H -3.78642 -0.44636 2.48147
O -1.48088 -0.42812 3.50384
C -0.14954 -0.39985 3.96718
H 0.24233 0.62136 4.03098
C 0.79210 -1.25216 3.10362
O 1.95348 -0.96458 2.92013
N 0.17986 -2.33991 2.59901
H -0.79985 -2.47293 2.80557
C 0.80242 -3.25184 1.67182
H 1.85699 -2.97520 1.60590
H 0.71968 -4.27496 2.05013
C 0.16116 -3.16899 0.27939
N 0.41314 -1.90863 -0.37645
C 1.54889 -1.73433 -1.10556
O 2.34086 -2.62998 -1.31284
C 1.70629 -0.36827 -1.67615
C 2.94884 0.26009 -1.64982
N 3.17308 1.45005 -2.17058
C 2.18035 2.08717 -2.77668
C 0.90220 1.53729 -2.87117
C 0.66006 0.29773 -2.30979
H -0.31728 -0.15967 -2.38000
H 0.12027 2.07557 -3.38693
C 2.49592 3.42444 -3.36754
H 1.83003 4.18649 -2.96596
H 2.36491 3.39771 -4.44829
H 3.52444 3.68672 -3.13998
H 3.79319 -0.22298 -1.17749
H -0.10503 -1.09812 -0.06903
H -0.91978 -3.32100 0.34940
H 0.60209 -3.94545 -0.35039
H -0.18270 -0.82297 4.97555
H 0.22500 0.85819 1.77728
H -0.46255 1.83041 -0.33440
H -3.51184 1.12852 -2.06500
H -3.56890 2.71338 -1.30267
H -2.07275 2.16046 -2.05750
*
```

***

(3)
C6H11NO2 in the gas phase, computed with ωB97M-V/def2-TZVPD.

Output
Gap between HOMO and LUMO (Eh): 0.3733
Max |F| (eV Å⁻¹): 2.54
HOMO (eV): -9.220
SMILES string: C=C[C@](N)(O)OC(=C)C
LUMO level (Ha): 0.034

```
! RIJCOSX wB97M-V def2-TZVPD def2/J DEFGRID3
* xyz 0 1
C 0.62314 -0.51096 -0.36709
C -1.82541 2.14536 0.18027
C -1.42355 0.70358 0.14773
N 0.34266 -1.67873 0.42395
C 2.14673 -0.05329 -0.38347
C -2.27826 -0.30652 0.09078
C 3.08005 -0.50365 0.42929
O 0.01098 0.61661 0.17114
O 0.27478 -0.74304 -1.68657
H -0.63056 -1.08072 -1.71678
H 0.92116 -2.45565 0.12957
H 0.48973 -1.48963 1.40702
H 2.34695 0.67072 -1.15810
H -1.51170 2.64014 -0.73777
H -2.90142 2.24380 0.29458
H -1.32891 2.64302 1.01117
H -1.97672 -1.33758 0.03293
H -3.33667 -0.12047 0.15887
H 4.09917 -0.15770 0.36564
H 2.87786 -1.22529 1.20687
*
```

***

(4)
9 unconnected molecules or ions with the total composition C27H72O9, computed with ωB97M-V/def2-TZVPD.

Output
Gap between HOMO and LUMO (Eh): 0.3741
Max |F| (eV Å⁻¹): 3.09
HOMO (eV): -9.566
SMILES string: CC(C)O.CC(C)O.CC(C)O.CC(C)O.CC(C)O.CC(C)O.CC(C)O.CC(C)O.CC(C)O
LUMO level (Ha): 0.023

```
! RIJCOSX wB97M-V def2-TZVPD def2/J DEFGRID3
* xyz 0 1
C 2.87076 -1.06261 -5.37888
C 1.77594 -1.99734 -4.94730
C 1.93958 -3.48658 -5.31129
O 1.70339 -1.86532 -3.52646
H 2.81020 -0.98231 -6.46276
H 3.85728 -1.37803 -5.05945
H 2.63170 -0.07432 -4.94125
H 0.85877 -1.66292 -5.45255
H 2.23414 -3.57249 -6.33558
H 0.99453 -4.02611 -5.31280
H 2.66462 -3.93584 -4.65018
H 0.94595 -1.33973 -3.26715
C -0.19351 -1.46571 3.17340
C -1.67250 -1.57434 3.03687
C -2.33561 -0.22798 2.60123
O -2.04732 -2.68714 2.21139
H 0.11532 -0.78712 4.00732
H 0.28530 -1.07188 2.28224
H 0.25688 -2.44248 3.32765
H -2.10710 -1.74214 4.00548
H -1.89895 0.60048 3.19093
H -3.40402 -0.23544 2.78281
H -2.11588 -0.07297 1.53674
H -1.59346 -2.49075 1.39271
C 3.31697 -0.16419 3.04724
C 2.66218 0.89153 3.86155
C 1.63753 1.59362 3.13043
O 2.09132 0.24738 5.06365
H 3.97571 -0.76435 3.65500
H 3.94067 0.25298 2.21472
H 2.47550 -0.71869 2.59766
H 3.38987 1.68641 4.22163
H 1.00932 2.10991 3.84732
H 1.08449 0.84284 2.58710
H 2.06326 2.26198 2.42804
H 2.91775 -0.00319 5.47707
C 5.12514 1.96418 -0.36893
C 4.70783 3.24285 0.37585
C 3.29789 3.63374 -0.07523
O 4.77077 2.90393 1.77622
H 4.77451 1.04172 0.12283
H 6.19857 1.89222 -0.49673
H 4.67841 1.94048 -1.36541
H 5.39096 4.05109 0.14366
H 2.55555 2.84477 0.01846
H 3.29548 3.95202 -1.11124
H 2.94870 4.51849 0.48376
H 4.84506 3.70531 2.30452
C -3.98958 2.53959 -1.29934
C -5.10746 3.50676 -0.93308
C -6.22036 2.95266 -0.13189
O -4.44130 4.65501 -0.38736
H -4.28599 1.78535 -2.04447
H -3.74831 2.03554 -0.35530
H -3.11066 3.08637 -1.67770
H -5.55341 3.83963 -1.89050
H -6.70983 2.18134 -0.71489
H -6.88435 3.76228 0.22743
H -5.78928 2.53984 0.80821
H -5.12563 5.33439 -0.20181
C -1.75232 3.66905 1.63838
C -2.76508 4.00448 2.69568
C -2.86038 5.46486 3.04433
O -4.04986 3.49331 2.35564
H -1.73075 2.60920 1.48090
H -0.73254 3.99935 2.00407
H -2.06463 4.08407 0.69267
H -2.54516 3.53777 3.64854
H -3.06584 6.02851 2.19646
H -1.93507 5.87876 3.56163
H -3.70006 5.64648 3.72594
H -4.24154 3.83113 1.42872
C 1.06277 -5.34470 0.15357
C 1.94263 -4.65581 -0.84085
C 2.77866 -5.61191 -1.62308
O 1.02822 -3.87343 -1.70029
H 0.37249 -6.05492 -0.34612
H 0.46851 -4.56434 0.67183
H 1.69499 -5.90380 0.86754
H 2.62569 -3.95286 -0.31242
H 2.19269 -6.34109 -2.17515
H 3.43785 -6.11590 -0.92769
H 3.36061 -5.10089 -2.37370
H 1.52164 -3.28244 -2.35978
C -2.26295 -4.50964 -1.48546
C -2.12393 -3.01039 -1.51227
C -3.41222 -2.35400 -0.98366
O -1.05643 -2.50473 -0.67861
H -1.33466 -5.05619 -1.74756
H -3.08383 -4.79366 -2.18695
H -2.55980 -4.82205 -0.47527
H -2.05405 -2.58597 -2.51622
H -3.42896 -1.27529 -1.18797
H -3.45109 -2.48660 0.11035
H -4.31035 -2.80771 -1.41499
H -0.28406 -3.06123 -0.93795
C -0.24848 1.41873 -0.55729
C 0.70048 0.54682 -1.39405
C 1.75145 -0.17504 -0.57083
O -0.16964 -0.34763 -2.13679
H 0.27159 2.26154 -0.03166
H -0.75828 0.74867 0.14137
H -0.99674 1.77749 -1.20675
H 1.19024 1.19575 -2.14987
H 2.16925 -0.89559 -1.28239
H 1.43310 -0.67923 0.36468
H 2.58744 0.50626 -0.33899
H -0.37486 -1.09987 -1.56927
*
```

***

(5)
C4H8O2 in the gas phase, computed with ωB97M-V/def2-TZVPD.

Output
Gap between HOMO and LUMO (Eh): 0.3665
Max |F| (eV Å⁻¹): 0.91
HOMO (eV): -9.176
SMILES string: O=CCCCO
LUMO level (Ha): 0.029

```
! RIJCOSX wB97M-V def2-TZVPD def2/J DEFGRID3
* xyz 0 1
O 1.55038 1.16468 0.10663
C 1.20670 -0.11049 -0.48782
C 0.25598 -0.98873 0.36362
C -1.21066 -0.53018 0.28838
C -1.25018 0.99000 0.17248
O -2.26374 1.62478 -0.00431
H 1.68334 1.84480 -0.57462
H 2.15078 -0.63784 -0.61795
H 0.73010 0.01202 -1.47523
H 0.59647 -1.01554 1.40432
H 0.33946 -2.02369 -0.00491
H -1.73440 -0.96816 -0.57716
H -1.79957 -0.84012 1.16628
H -0.25467 1.47847 0.24032
*
```

***

Listing energy above the lowest of the compared OMol25 structures with the same formula, charge and spin for the structures above in their given order: 0.0, 13.2, 49.1, 31.9, 39.3 kcal/mol.